# 1
C6H10O | the ωB97M-V functional and the def2-TZVPD basis

Each line ends with the natural charge from an NBO analysis.
Element x y z (Å)
1 C -1.902 -0.255 0.457  -0.6287
2 C -0.898 -0.097 -0.685  0.0934
3 O -0.519 1.273 -0.864  -0.5272
4 C 0.755 1.484 -0.273  -0.0717
5 C 1.490 0.142 -0.298  -0.2587
6 C 1.138 -0.799 0.813  -0.4135
7 C 0.403 -0.869 -0.492  -0.2507
8 H -2.871 0.185 0.201  0.2164
9 H -1.542 0.243 1.363  0.2056
10 H -2.048 -1.317 0.684  0.2103
11 H -1.370 -0.428 -1.619  0.1874
12 H 1.287 2.261 -0.833  0.1943
13 H 0.626 1.845 0.758  0.1626
14 H 2.432 0.069 -0.832  0.2235
15 H 0.653 -0.372 1.684  0.2102
16 H 1.789 -1.630 1.055  0.2206
17 H 0.577 -1.736 -1.119  0.2260

Properties
- HOMO-LUMO gap (Eh) = 0.39268
- total charge = 0
- energy above the lowest of the compared OMol25 structures with the same formula, charge and spin (kJ/mol) = 73.8
- spin multiplicity = 1
- SMILES string = C[C@H]1OC[C@H]2C[C@H]21
- HOMO (hartree) = -0.3520
- calculated total energy (Ha) = -309.814269

# 2
C7H13NO | the ωB97M-V functional and the def2-TZVPD basis

Each line ends with the natural charge from an NBO analysis.
Element x y z (Å)
1 C -0.087 -0.898 -1.789  -0.6288
2 C 0.587 1.780 0.882  -0.6612
3 C 1.005 -2.104 1.055  -0.6658
4 C -1.406 -0.208 0.287  0.0586
5 C -0.733 0.148 -0.912  0.1573
6 C 0.349 0.320 0.604  -0.0198
7 N -1.081 1.305 -1.613  -0.8251
8 C 1.169 -0.620 1.093  -0.1577
9 O -2.259 0.804 0.677  -0.7369
10 H -2.574 0.577 1.557  0.4916
11 H -0.473 1.595 -2.364  0.3826
12 H -1.571 2.008 -1.083  0.4028
13 H 2.030 -0.264 1.657  0.1937
14 H 0.910 -0.579 -2.097  0.2096
15 H -0.008 -1.861 -1.297  0.2383
16 H -0.697 -1.027 -2.684  0.2284
17 H 0.932 2.315 -0.005  0.2107
18 H 1.339 1.902 1.663  0.2198
19 H -0.329 2.270 1.219  0.2251
20 H -0.043 -2.360 0.884  0.2426
21 H 1.331 -2.543 2.002  0.2166
22 H 1.609 -2.562 0.264  0.2176

Properties
- HOMO-LUMO gap (Eh) = 0.30895
- total charge = 0
- energy above the lowest of the compared OMol25 structures with the same formula, charge and spin (kJ/mol) = 357.6
- spin multiplicity = 1
- HOMO (hartree) = -0.2762
- calculated total energy (Ha) = -404.391269